Entry 1:
{"formula": "C39H99N5O13", "method": "ωB97M-V/def2-TZVPD", "orbital_gap_ev": [1.17, 8.09], "multiplicity": 2, "e_homo_ev": [0.8, -6.1], "lumo_energy_ev": [2.00, 2.02], "e_tot_ha": -2796.74924, "charge": -1, "symbols": ["C", "O", "C", "C", "N", "C", "C", "O", "C", "H", "H", "H", "H", "H", "H", "H", "H", "H", "H", "H", "H", "H", "H", "H", "C", "O", "C", "C", "N", "C", "C", "O", "C", "H", "H", "H", "H", "H", "H", "H", "H", "H", "H", "H", "H", "H", "H", "H", "C", "O", "C", "C", "N", "C", "C", "O", "C", "H", "H", "H", "H", "H", "H", "H", "H", "H", "H", "H", "H", "H", "H", "H", "C", "O", "C", "C", "N", "C", "C", "O", "C", "H", "H", "H", "H", "H", "H", "H", "H", "H", "H", "H", "H", "H", "H", "H", "C", "O", "C", "C", "N", "C", "C", "O", "C", "H", "H", "H", "H", "H", "H", "H", "H", "H", "H", "H", "H", "H", "H", "H", "C", "C", "C", "O", "H", "H", "H", "H", "H", "H", "H", "H", "C", "C", "C", "O", "H", "H", "H", "H", "H", "H", "H", "H", "C", "C", "C", "O", "H", "H", "H", "H", "H", "H", "H", "H"], "coordinates": [[-13.80, -3.29, 10.66], [-12.72, -2.75, 11.34], [-12.30, -1.43, 10.80], [-11.06, -1.03, 11.54], [-10.44, 0.22, 11.17], [-11.16, 1.44, 11.63], [-10.31, 2.58, 11.19], [-9.23, 2.67, 12.06], [-8.12, 3.51, 11.60], [-14.00, -4.33, 10.89], [-13.62, -3.12, 9.60], [-14.66, -2.79, 11.11], [-13.09, -0.73, 11.05], [-12.00, -1.39, 9.75], [-10.32, -1.83, 11.49], [-11.18, -1.12, 12.62], [-9.51, 0.31, 11.55], [-11.38, 1.38, 12.69], [-12.08, 1.54, 11.05], [-10.87, 3.51, 11.18], [-10.03, 2.38, 10.16], [-7.56, 3.30, 10.69], [-7.39, 3.69, 12.40], [-8.42, 4.56, 11.51], [-17.99, 0.94, 13.39], [-18.31, -0.07, 14.34], [-17.80, -1.35, 13.96], [-17.97, -2.36, 15.07], [-19.39, -2.57, 15.30], [-19.52, -3.31, 16.49], [-20.97, -3.64, 16.92], [-21.79, -2.52, 17.40], [-21.61, -2.27, 18.79], [-18.36, 0.77, 12.38], [-16.92, 0.92, 13.16], [-18.12, 1.98, 13.68], [-16.73, -1.18, 13.88], [-18.27, -1.84, 13.10], [-17.40, -1.96, 15.91], [-17.57, -3.30, 14.68], [-19.79, -1.65, 15.37], [-19.20, -2.59, 17.25], [-19.00, -4.27, 16.52], [-20.98, -4.45, 17.65], [-21.53, -4.09, 16.09], [-20.61, -2.41, 19.21], [-22.24, -3.02, 19.28], [-22.04, -1.33, 19.11], [-17.02, -3.90, 10.23], [-16.56, -5.10, 10.89], [-17.60, -5.57, 11.83], [-17.51, -7.12, 12.08], [-16.21, -7.63, 12.61], [-15.86, -8.91, 12.04], [-15.46, -9.01, 10.54], [-16.64, -9.41, 9.78], [-16.31, -9.16, 8.46], [-16.90, -2.96, 10.77], [-18.07, -4.05, 9.99], [-16.46, -3.74, 9.31], [-18.63, -5.31, 11.61], [-17.44, -4.97, 12.73], [-17.93, -7.59, 11.19], [-18.29, -7.41, 12.78], [-15.58, -6.89, 12.34], [-16.65, -9.62, 12.28], [-14.97, -9.28, 12.56], [-14.60, -9.65, 10.40], [-15.09, -8.02, 10.25], [-15.68, -9.95, 8.05], [-15.89, -8.18, 8.22], [-17.27, -9.27, 7.96], [-20.87, -9.59, 6.99], [-20.88, -10.50, 8.09], [-19.74, -10.52, 8.93], [-19.96, -11.27, 10.25], [-20.36, -12.64, 9.90], [-20.48, -13.48, 11.15], [-21.36, -14.67, 10.68], [-22.68, -14.28, 10.23], [-23.55, -13.74, 11.25], [-21.39, -10.15, 6.21], [-19.86, -9.34, 6.66], [-21.40, -8.70, 7.32], [-19.51, -9.48, 9.15], [-18.87, -10.96, 8.45], [-20.49, -10.71, 11.03], [-18.99, -11.28, 10.75], [-21.20, -12.51, 9.36], [-20.87, -12.88, 11.97], [-19.59, -14.00, 11.50], [-21.54, -15.18, 11.63], [-20.92, -15.35, 9.95], [-23.59, -12.66, 11.19], [-23.36, -14.19, 12.23], [-24.58, -14.03, 11.04], [-13.37, -5.65, 16.05], [-12.54, -6.36, 15.12], [-13.00, -6.07, 13.90], [-12.08, -6.61, 12.83], [-11.91, -8.02, 12.89], [-11.16, -8.74, 11.91], [-11.53, -10.24, 11.88], [-12.87, -10.41, 11.99], [-13.31, -11.81, 12.06], [-14.44, -5.79, 15.89], [-13.20, -4.57, 16.08], [-13.09, -6.03, 17.03], [-13.09, -4.99, 13.79], [-13.97, -6.52, 13.66], [-11.10, -6.16, 12.95], [-12.56, -6.25, 11.92], [-12.79, -8.44, 13.16], [-10.09, -8.64, 12.05], [-11.30, -8.25, 10.94], [-11.00, -10.76, 12.68], [-11.10, -10.66, 10.98], [-14.37, -12.01, 11.85], [-13.06, -12.30, 13.00], [-12.76, -12.32, 11.27], [-13.34, -13.12, 5.31], [-14.54, -12.24, 5.64], [-15.74, -12.89, 6.36], [-14.01, -11.17, 6.28], [-12.69, -12.56, 4.63], [-13.63, -14.09, 4.92], [-12.73, -13.35, 6.18], [-14.87, -11.89, 4.66], [-16.58, -12.21, 6.50], [-15.35, -13.24, 7.32], [-16.09, -13.72, 5.75], [-13.18, -11.59, 6.52], [-11.73, -9.34, 8.09], [-10.19, -9.72, 8.11], [-9.66, -9.90, 6.65], [-9.44, -8.67, 8.79], [-12.44, -10.06, 7.69], [-11.88, -8.42, 7.53], [-12.17, -9.14, 9.07], [-10.04, -10.64, 8.67], [-8.78, -10.53, 6.60], [-9.57, -9.01, 6.02], [-10.42, -10.52, 6.19], [-8.79, -8.93, 9.45], [-21.16, -6.12, 12.84], [-22.22, -7.20, 12.42], [-21.58, -8.32, 11.52], [-22.45, -7.86, 13.66], [-20.28, -6.71, 13.11], [-21.46, -5.48, 13.67], [-20.85, -5.46, 12.02], [-23.16, -6.85, 11.99], [-21.09, -8.00, 10.60], [-22.17, -9.23, 11.41], [-20.70, -8.65, 12.07], [-23.06, -8.57, 13.46]]}

Entry 2:
{"formula": "C60H139B5F20N8O4", "method": "ωB97M-V/def2-TZVPD", "orbital_gap_ev": 5.37, "multiplicity": 1, "e_homo_ev": -8.2, "lumo_energy_ev": -2.81, "e_tot_ha": -5230.18846, "charge": 2, "symbols": ["C", "C", "C", "N", "C", "C", "C", "C", "C", "H", "H", "H", "H", "H", "H", "H", "H", "H", "H", "H", "H", "H", "H", "H", "H", "H", "H", "C", "C", "C", "N", "C", "C", "C", "C", "C", "H", "H", "H", "H", "H", "H", "H", "H", "H", "H", "H", "H", "H", "H", "H", "H", "H", "H", "C", "C", "C", "N", "C", "C", "C", "C", "C", "H", "H", "H", "H", "H", "H", "H", "H", "H", "H", "H", "H", "H", "H", "H", "H", "H", "H", "C", "C", "C", "N", "C", "C", "C", "C", "C", "H", "H", "H", "H", "H", "H", "H", "H", "H", "H", "H", "H", "H", "H", "H", "H", "H", "H", "C", "C", "C", "N", "C", "C", "C", "C", "C", "H", "H", "H", "H", "H", "H", "H", "H", "H", "H", "H", "H", "H", "H", "H", "H", "H", "H", "C", "C", "C", "N", "C", "C", "C", "C", "C", "H", "H", "H", "H", "H", "H", "H", "H", "H", "H", "H", "H", "H", "H", "H", "H", "H", "H", "C", "N", "C", "C", "C", "C", "O", "H", "H", "H", "H", "H", "H", "H", "H", "H", "H", "H", "H", "H", "H", "C", "N", "C", "C", "C", "C", "O", "H", "H", "H", "H", "H", "H", "H", "H", "H", "H", "H", "H", "H", "H", "B", "F", "F", "F", "F", "B", "F", "F", "F", "F", "B", "F", "F", "F", "F", "B", "F", "F", "F", "F", "B", "F", "F", "F", "F", "C", "C", "O", "O", "H", "H", "H"], "coordinates": [[-12.41, -1.46, 10.41], [-12.54, -1.24, 8.85], [-13.14, -2.31, 8.03], [-13.23, -2.17, 6.52], [-11.79, -1.96, 6.00], [-13.99, -3.43, 5.97], [-15.38, -2.79, 5.46], [-15.58, -1.39, 6.15], [-14.06, -1.00, 6.09], [-12.16, -0.54, 10.94], [-11.58, -2.14, 10.62], [-13.27, -1.91, 10.90], [-11.52, -1.09, 8.50], [-12.99, -0.26, 8.70], [-14.19, -2.38, 8.33], [-12.80, -3.31, 8.31], [-11.22, -2.72, 6.54], [-11.57, -0.92, 6.23], [-11.87, -2.21, 4.95], [-13.43, -3.88, 5.15], [-14.11, -4.09, 6.83], [-15.27, -2.57, 4.39], [-16.19, -3.51, 5.57], [-16.17, -0.62, 5.66], [-16.02, -1.62, 7.12], [-13.90, -0.79, 5.03], [-13.82, -0.14, 6.71], [-20.84, -9.92, -1.12], [-19.31, -10.06, -0.83], [-18.59, -9.13, -1.74], [-17.10, -9.00, -1.30], [-16.99, -8.14, -0.08], [-16.29, -8.45, -2.51], [-14.78, -8.93, -2.31], [-14.85, -10.04, -1.32], [-16.28, -10.34, -1.05], [-21.05, -10.14, -2.16], [-21.16, -8.90, -0.90], [-21.39, -10.70, -0.58], [-19.09, -11.12, -0.95], [-19.05, -9.95, 0.22], [-18.97, -8.11, -1.66], [-18.70, -9.48, -2.77], [-17.28, -7.14, -0.41], [-15.94, -8.13, 0.17], [-17.56, -8.51, 0.77], [-16.30, -7.39, -2.78], [-16.62, -8.97, -3.40], [-14.22, -8.03, -2.07], [-14.30, -9.30, -3.22], [-14.45, -9.80, -0.34], [-14.35, -10.92, -1.73], [-16.62, -10.69, -0.07], [-16.55, -11.09, -1.80], [-5.61, -1.55, -5.97], [-7.02, -2.26, -6.14], [-6.87, -3.76, -6.66], [-8.11, -4.72, -6.44], [-8.17, -5.04, -4.92], [-8.09, -6.05, -7.30], [-9.53, -6.46, -7.73], [-10.44, -5.48, -6.97], [-9.57, -4.27, -6.96], [-5.92, -0.54, -5.70], [-5.05, -1.47, -6.90], [-4.99, -2.00, -5.19], [-7.59, -1.72, -6.90], [-7.64, -2.35, -5.26], [-6.01, -4.26, -6.22], [-6.62, -3.82, -7.72], [-7.19, -5.41, -4.63], [-8.84, -5.87, -4.67], [-8.35, -4.14, -4.33], [-7.62, -6.79, -6.66], [-7.39, -5.83, -8.11], [-9.86, -7.48, -7.58], [-9.60, -6.39, -8.81], [-10.65, -5.85, -5.97], [-11.39, -5.38, -7.50], [-9.96, -3.51, -6.28], [-9.28, -3.79, -7.89], [0.91, -6.94, -5.13], [-0.24, -7.73, -4.51], [0.07, -9.33, -4.41], [-1.20, -10.10, -3.94], [-2.27, -9.95, -5.05], [-0.99, -11.62, -3.76], [-1.98, -12.14, -2.79], [-2.58, -10.86, -2.07], [-1.69, -9.65, -2.55], [1.02, -7.07, -6.21], [1.91, -7.02, -4.69], [0.55, -5.92, -4.98], [-1.17, -7.47, -5.00], [-0.44, -7.51, -3.46], [0.85, -9.44, -3.65], [0.43, -9.77, -5.33], [-3.12, -10.54, -4.69], [-1.89, -10.36, -5.98], [-2.64, -8.93, -5.11], [-0.96, -12.10, -4.73], [-0.02, -11.69, -3.25], [-2.79, -12.76, -3.16], [-1.53, -12.82, -2.07], [-3.65, -10.83, -2.26], [-2.56, -10.80, -0.99], [-2.14, -8.66, -2.67], [-0.81, -9.37, -1.98], [-12.14, -16.41, 13.46], [-11.92, -15.67, 12.16], [-11.29, -14.27, 12.37], [-10.74, -13.51, 11.12], [-9.90, -12.30, 11.65], [-11.88, -13.04, 10.17], [-11.60, -13.71, 8.82], [-10.72, -14.91, 9.09], [-9.84, -14.45, 10.27], [-12.87, -15.93, 14.11], [-11.29, -16.76, 14.06], [-12.72, -17.34, 13.43], [-12.81, -15.65, 11.52], [-11.25, -16.34, 11.62], [-10.49, -14.28, 13.11], [-12.10, -13.67, 12.76], [-9.10, -12.71, 12.27], [-10.69, -11.96, 12.32], [-9.56, -11.59, 10.89], [-11.81, -11.97, 9.98], [-12.85, -13.28, 10.61], [-11.22, -12.99, 8.10], [-12.55, -14.11, 8.46], [-10.32, -15.19, 8.12], [-11.23, -15.85, 9.30], [-9.17, -13.69, 9.87], [-9.29, -15.17, 10.88], [-11.20, -14.84, 2.21], [-9.83, -15.44, 1.85], [-10.08, -16.85, 1.23], [-8.75, -17.51, 0.76], [-7.77, -17.74, 1.96], [-9.11, -18.80, -0.09], [-8.00, -18.91, -1.07], [-7.30, -17.58, -1.19], [-8.03, -16.60, -0.24], [-11.15, -14.09, 3.00], [-11.73, -15.67, 2.68], [-11.79, -14.59, 1.33], [-9.24, -15.59, 2.75], [-9.26, -14.74, 1.23], [-10.66, -16.80, 0.31], [-10.53, -17.64, 1.83], [-7.16, -18.62, 1.74], [-8.40, -17.92, 2.83], [-7.10, -16.90, 2.17], [-9.06, -19.62, 0.62], [-10.11, -18.74, -0.52], [-7.40, -19.81, -1.01], [-8.49, -19.06, -2.04], [-6.22, -17.60, -1.01], [-7.34, -17.19, -2.21], [-7.42, -15.86, 0.29], [-8.80, -16.09, -0.82], [-3.50, -7.34, 9.35], [-2.69, -8.65, 9.46], [-1.36, -8.44, 10.22], [-3.48, -9.71, 10.31], [-2.39, -9.19, 8.01], [-1.79, -8.26, 6.96], [-0.41, -8.06, 7.37], [-2.99, -6.68, 8.65], [-3.62, -6.87, 10.33], [-4.49, -7.50, 8.92], [-1.57, -8.61, 11.27], [-0.96, -7.44, 10.02], [-0.74, -9.23, 9.79], [-4.29, -10.04, 9.65], [-4.03, -9.33, 11.16], [-2.91, -10.60, 10.57], [-3.33, -9.42, 7.52], [-1.78, -10.09, 8.14], [-2.28, -7.29, 6.89], [-1.97, -8.63, 5.96], [-0.05, -7.18, 7.25], [-6.78, -7.68, 3.19], [-8.33, -7.63, 2.92], [-8.86, -6.15, 2.85], [-8.64, -8.31, 1.58], [-9.09, -8.40, 3.99], [-8.78, -8.00, 5.48], [-9.44, -6.72, 5.65], [-6.54, -7.19, 4.13], [-6.23, -7.16, 2.41], [-6.39, -8.70, 3.16], [-9.93, -6.30, 3.02], [-8.64, -5.70, 1.89], [-8.39, -5.66, 3.71], [-9.72, -8.21, 1.48], [-8.40, -9.38, 1.55], [-8.19, -7.75, 0.76], [-8.74, -9.42, 3.88], [-10.16, -8.39, 3.80], [-7.73, -8.00, 5.76], [-9.23, -8.76, 6.11], [-9.46, -6.63, 6.61], [-9.16, -11.51, -3.97], [-10.14, -11.10, -4.85], [-8.20, -10.52, -3.79], [-9.63, -11.76, -2.69], [-8.52, -12.63, -4.37], [-5.84, -13.03, 4.82], [-6.18, -12.62, 3.60], [-4.45, -12.97, 4.93], [-6.38, -12.09, 5.68], [-6.23, -14.30, 5.25], [-15.00, -9.31, 5.35], [-13.81, -8.91, 5.87], [-15.79, -8.19, 5.04], [-14.71, -9.97, 4.16], [-15.80, -10.25, 6.05], [-12.84, -3.25, -0.47], [-12.91, -2.10, 0.22], [-12.44, -4.36, 0.24], [-14.12, -3.59, -0.98], [-12.01, -3.04, -1.56], [-3.93, -3.82, -0.47], [-2.68, -4.35, -0.74], [-3.97, -3.43, 0.81], [-4.20, -2.74, -1.27], [-4.91, -4.75, -0.68], [-10.64, -6.19, 13.33], [-9.56, -6.10, 12.29], [-9.77, -5.81, 11.11], [-8.48, -6.59, 12.71], [-10.22, -6.30, 14.33], [-11.30, -7.06, 13.24], [-11.32, -5.34, 13.28]]}

Entry 3:
{"formula": "C31H21BrF4N5OPS2V", "method": "ωB97M-V/def2-TZVPD", "orbital_gap_ev": [6.29, 7.21], "multiplicity": 4, "e_homo_ev": [-6.9, -8.1], "e_above_lowest_ev": 3.093, "lumo_energy_ev": [-0.59, -0.89], "e_tot_ha": -6598.07755, "symbols": ["V", "N", "C", "S", "N", "N", "C", "C", "C", "C", "C", "C", "C", "C", "C", "C", "C", "C", "N", "H", "H", "H", "H", "H", "H", "H", "H", "H", "H", "H", "F", "C", "C", "F", "C", "F", "C", "P", "C", "C", "C", "C", "C", "C", "C", "C", "C", "C", "C", "C", "C", "Br", "C", "F", "H", "H", "H", "H", "H", "H", "H", "H", "H", "H", "O", "S", "N"], "coordinates": [[-0.08, 0.97, -0.28], [-2.24, 3.09, 2.44], [-1.74, 2.60, 1.29], [-0.08, 2.98, 0.92], [-2.47, 1.95, 0.43], [-1.77, 1.57, -0.64], [-2.14, 1.83, -1.88], [-3.42, 2.43, -2.25], [-3.46, 3.49, -3.16], [-4.66, 4.10, -3.46], [-5.84, 3.65, -2.87], [-5.80, 2.60, -1.97], [-4.60, 1.99, -1.65], [-1.08, 1.56, -2.80], [-1.18, 1.51, -4.19], [-0.06, 1.27, -4.94], [1.16, 1.07, -4.29], [1.19, 1.07, -2.91], [0.11, 1.32, -2.17], [-1.59, 3.48, 3.10], [-3.13, 2.75, 2.78], [-2.54, 3.86, -3.59], [-4.68, 4.93, -4.14], [-6.78, 4.12, -3.12], [-6.71, 2.25, -1.50], [-4.57, 1.17, -0.95], [-2.16, 1.62, -4.65], [-0.11, 1.23, -6.02], [2.07, 0.89, -4.85], [2.11, 0.86, -2.36], [2.41, -1.74, 7.18], [2.12, -1.60, 5.89], [2.59, -2.52, 4.95], [3.33, -3.56, 5.35], [2.26, -2.36, 3.61], [2.72, -3.30, 2.77], [1.49, -1.31, 3.14], [0.93, -1.00, 1.23], [0.68, -2.79, 1.00], [-0.33, -3.36, 1.77], [-0.73, -4.67, 1.54], [-0.09, -5.42, 0.57], [0.94, -4.87, -0.17], [1.30, -3.55, 0.01], [2.63, -0.54, 0.69], [3.72, -1.40, 0.64], [4.95, -0.94, 0.19], [5.10, 0.38, -0.22], [4.02, 1.24, -0.16], [2.80, 0.78, 0.29], [1.01, -0.44, 4.11], [-0.19, 0.93, 3.61], [1.32, -0.55, 5.45], [0.85, 0.33, 6.34], [-0.83, -2.77, 2.53], [-1.56, -5.08, 2.10], [-0.40, -6.44, 0.38], [1.46, -5.46, -0.91], [2.06, -3.10, -0.61], [3.63, -2.43, 0.94], [5.79, -1.62, 0.14], [6.06, 0.72, -0.58], [4.13, 2.28, -0.45], [1.95, 1.48, 0.35], [-1.69, -1.02, -1.99], [-0.51, -1.73, -1.46], [0.32, -0.78, -0.59]]}